Computed, not measured: a 2-piece molecular cluster, C5H9Cl2 overall, with the ωB97M-V functional and the def2-TZVPD basis.

Geometry as XYZ:
```
16
Properties=species:S:1:pos:R:3:forces:R:3:lowdin_spin:R:1
C 2.359 -2.544 -1.240 -0.2 -0.3 0.4 0.006
H 3.184 -0.476 -1.500 -0.1 -0.4 0.1 0.000
H 3.242 -4.271 -0.225 -0.3 -0.4 -0.1 0.044
H 3.455 -2.905 1.978 0.0 0.1 0.1 0.031
H 1.376 -2.065 -1.183 0.2 -0.2 0.0 0.000
C 3.473 -1.479 -1.145 0.5 0.0 0.4 0.001
C 2.578 -3.433 0.041 -0.8 -0.7 -1.7 0.121
Cl 0.018 0.248 -0.885 -0.3 -0.1 1.8 0.000
H 3.382 -0.609 0.901 0.5 0.7 -0.2 0.038
H 2.387 -3.134 -2.178 0.0 0.4 0.5 0.000
H 4.945 -1.435 0.565 0.2 0.5 -0.1 0.027
C 3.868 -1.447 0.392 0.2 1.6 -1.6 0.122
Cl -0.252 0.036 1.177 0.3 0.2 -1.8 0.001
H 1.667 -3.805 0.515 -0.1 -0.4 -0.5 0.018
C 3.270 -2.595 0.957 0.1 -1.1 2.2 0.591
H 4.329 -1.790 -1.767 -0.1 0.1 0.4 0.000
```
Positions in Å, forces in eV/Å.

Its spin multiplicity is 2. The calculation puts the energy at -30372.858 eV. The calculation puts the LUMO energy (spin up / spin down) at -1.8 / -1.8 eV. The relative energy (zero: lowest compared OMol25 entry of this formula, charge and spin) comes out at 37.1 kcal/mol. The value obtained for the HOMO-LUMO gap (spin up / spin down) is 5.09 / 9.23 eV.



Computed, not measured: one molecule with the formula C5H9Cl3O3Si, with the ωB97M-V functional and the def2-TZVPD basis.

Geometry as XYZ:
```
21
Properties=species:S:1:pos:R:3:forces:R:3:nbo_charge:R:1
H -3.151 -0.613 -0.406 -1.1 -0.7 0.0 0.195
Cl 3.573 -0.050 1.750 0.0 0.1 -0.1 -0.349
O -1.572 0.275 0.219 1.7 -0.7 -0.2 -0.548
H 0.014 2.084 -2.123 0.0 0.0 0.1 0.186
Si 2.843 -0.623 -0.064 -3.7 1.1 0.2 1.280
H -0.086 0.076 3.791 0.3 0.6 -0.5 0.208
Cl 3.021 -2.643 -0.137 0.0 0.0 -0.2 -0.341
C -0.214 0.015 0.555 -2.9 1.2 -1.8 0.463
C -2.130 -0.909 -0.345 0.1 -1.5 1.1 -0.261
H -1.540 0.461 2.906 -1.4 -0.1 0.1 0.187
C -0.489 0.513 2.867 0.9 0.8 -1.5 -0.250
O -0.047 -0.350 1.779 1.1 -0.8 2.8 -0.515
H -1.906 -1.880 0.250 -0.7 1.8 -0.2 0.177
H -0.234 1.585 2.565 0.1 -1.4 1.0 0.191
H -1.799 -1.224 -1.322 0.6 0.7 -0.7 0.176
Cl 3.774 0.292 -1.592 0.4 0.0 -0.2 -0.333
C 0.692 0.050 -0.386 5.0 -1.2 -1.6 -0.028
H 0.102 0.984 -3.581 0.2 0.1 1.1 0.197
C -0.145 1.075 -2.492 -2.7 -1.2 -0.5 -0.245
O 0.602 0.093 -1.783 -0.2 0.1 0.9 -0.560
H -1.307 0.789 -2.453 2.3 0.9 0.1 0.169
```
Positions in Å, forces in eV/Å.

As for the SMILES: COC(OC)=C(OC)[Si](Cl)(Cl)Cl. Its spin multiplicity is 1. The calculation puts the energy at -56918.949 eV. The calculation puts the LUMO energy at 0.6 eV. The relative energy (zero: lowest compared OMol25 entry of this formula, charge and spin) comes out at 6.5 kcal/mol. The value obtained for the HOMO-LUMO gap is 9.23 eV.



Computed, not measured: a 2-piece molecular cluster, C5H9ClN2 overall, with the ωB97M-V functional and the def2-TZVPD basis.

Geometry as XYZ:
```
17
Properties=species:S:1:pos:R:3:forces:R:3:nbo_charge:R:1
H -0.806 -0.840 1.231 0.0 0.3 -0.2 0.239
H 3.502 -0.998 2.625 0.3 -0.4 -0.2 0.216
N -0.599 -0.584 -1.616 1.7 0.6 0.7 -0.337
C 3.349 -1.886 1.999 -0.9 -0.6 1.9 -0.545
C -1.633 0.449 -1.405 -0.9 -2.2 0.8 -0.267
N 0.882 0.144 -1.479 0.1 -0.1 0.3 -0.247
H 0.418 0.445 1.579 -2.0 0.1 -1.5 0.261
H -2.495 -0.342 -1.474 0.6 2.3 -0.1 0.222
Cl 1.519 -1.983 1.938 0.9 -0.3 -0.2 -0.112
H -1.623 1.263 -2.168 -0.3 -0.7 0.6 0.217
C -0.382 0.080 0.802 2.0 -0.7 0.7 -0.475
C 0.280 -0.263 -0.481 -0.7 -0.7 -1.1 0.369
H 3.757 -1.717 1.017 0.0 -0.4 -0.3 0.225
H 3.643 -2.831 2.566 0.0 1.4 -1.2 0.229
H -2.344 1.060 0.634 -0.4 -0.4 0.2 0.226
H -1.034 2.018 0.042 -0.2 -1.3 0.0 0.217
C -1.419 0.947 0.093 -0.3 3.0 -0.5 -0.439
```
Positions in Å, forces in eV/Å.

As for the SMILES: C1CC2=NN2C1.CCl. Its spin multiplicity is 1. The calculation puts the energy at -20829.150 eV. The calculation puts the LUMO energy at 0.7 eV. The relative energy (zero: lowest compared OMol25 entry of this formula, charge and spin) comes out at 108.5 kcal/mol. The value obtained for the HOMO-LUMO gap is 10.07 eV.



Computed, not measured: one molecule with the formula C5H9ClN2, with the ωB97M-V functional and the def2-TZVPD basis.

Geometry as XYZ:
```
17
Properties=species:S:1:pos:R:3:forces:R:3:nbo_charge:R:1
C -1.065 0.172 0.536 -0.3 -0.4 -1.0 -0.264
C 0.292 0.810 0.187 0.4 1.7 0.7 -0.250
H 0.845 1.068 1.163 -0.4 -0.3 -1.3 0.192
Cl -3.622 -0.511 -0.208 0.2 0.1 0.0 -0.075
C 2.935 -0.119 -0.308 -0.3 -0.3 -0.1 -0.186
H 3.937 -0.536 -0.333 -0.1 0.1 0.1 0.189
H -1.786 0.279 -1.490 -0.3 0.2 0.2 0.221
H 0.314 1.720 -0.508 0.0 -1.2 0.9 0.203
C -0.391 -1.183 0.320 0.7 -0.9 -0.1 -0.208
N 0.701 -0.472 -0.375 0.0 0.1 0.0 -0.261
H -2.440 1.524 -0.332 -0.2 0.1 -0.4 0.216
H -0.928 -1.921 -0.316 0.4 0.4 0.6 0.209
C -2.156 0.488 -0.479 0.5 -0.2 0.3 -0.352
N 1.964 -0.951 -0.306 0.4 0.2 -0.1 -0.208
H 2.809 0.968 -0.337 0.0 -0.2 0.0 0.158
H 0.014 -1.634 1.260 -0.6 0.1 -0.6 0.196
H -1.425 0.296 1.526 -0.3 0.4 0.9 0.219
```
Positions in Å, forces in eV/Å.

As for the SMILES: C=NN1CC(CCl)C1. Its spin multiplicity is 1. The calculation puts the energy at -20831.509 eV. The calculation puts the LUMO energy at 0.9 eV. The relative energy (zero: lowest compared OMol25 entry of this formula, charge and spin) comes out at 54.1 kcal/mol. The value obtained for the HOMO-LUMO gap is 9.72 eV.



Computed, not measured: one molecule with the formula C5H9ClN2, with the ωB97M-V functional and the def2-TZVPD basis.

Geometry as XYZ:
```
17
Properties=species:S:1:pos:R:3:forces:R:3:nbo_charge:R:1
Cl -3.547 0.053 -0.141 0.1 0.0 0.0 -0.011
C -0.978 -0.665 0.214 -0.9 0.0 -0.2 -0.021
H 1.757 -0.114 -1.422 -0.1 0.1 0.1 0.166
N 1.041 1.563 -0.541 -0.1 0.0 -0.1 -0.423
C 0.271 2.164 0.530 -1.1 -0.8 -0.9 -0.449
H -1.549 0.800 -1.243 -0.1 -0.2 0.2 0.223
H -0.779 2.373 0.195 0.8 0.0 0.2 0.206
H 2.111 -1.903 0.246 -0.8 0.0 -0.1 0.212
C 1.015 -1.994 0.073 0.7 -0.6 0.8 -0.404
C -1.845 0.092 -0.474 0.6 -0.1 0.2 -0.298
N 0.405 -0.675 0.068 -0.1 0.0 0.0 -0.473
H 0.871 -2.562 -0.855 -0.1 0.2 0.0 0.191
H 0.596 -2.598 0.917 0.3 0.5 -0.7 0.214
H -1.366 -1.391 0.936 0.2 0.3 -0.2 0.210
H 0.753 3.071 0.807 0.2 0.7 0.3 0.207
C 1.070 0.308 -0.676 0.5 -0.1 -0.2 0.266
H 0.175 1.479 1.365 0.0 0.0 0.5 0.186
```
Positions in Å, forces in eV/Å.

As for the SMILES: C/N=C\N(C)/C=C/Cl. Its spin multiplicity is 1. The calculation puts the energy at -20832.172 eV. The calculation puts the LUMO energy at 0.8 eV. The relative energy (zero: lowest compared OMol25 entry of this formula, charge and spin) comes out at 38.8 kcal/mol. The value obtained for the HOMO-LUMO gap is 9.27 eV.



Computed, not measured: one molecule with the formula C5H9ClN2, with the ωB97M-V functional and the def2-TZVPD basis.

Geometry as XYZ:
```
17
Properties=species:S:1:pos:R:3:forces:R:3:nbo_charge:R:1
N 1.461 1.583 -0.746 -0.3 -0.3 0.1 -0.736
H -1.291 2.186 -0.092 0.1 -0.2 0.0 0.246
H 2.176 -1.573 0.291 -0.1 0.0 -0.1 0.184
H -2.269 0.059 1.377 -0.1 0.0 0.0 0.224
Cl -2.742 -0.038 -0.916 0.0 0.0 -0.1 -0.065
C 1.631 -1.270 -0.617 0.4 0.1 0.1 -0.411
H 2.302 -0.667 -1.221 0.0 0.1 0.0 0.246
C -1.643 0.086 0.492 0.1 0.1 0.1 -0.183
C 0.489 0.894 -0.288 0.2 0.0 -0.1 0.464
C -0.791 1.352 0.403 0.2 0.0 0.2 -0.498
N 0.478 -0.483 -0.298 -0.4 0.4 0.2 -0.423
H -0.525 1.687 1.421 -0.1 -0.1 -0.3 0.234
H -0.970 -1.970 0.050 0.0 0.3 0.2 0.217
H 1.353 -2.154 -1.186 -0.1 -0.1 0.0 0.199
H 1.248 2.571 -0.697 0.0 0.1 0.0 0.341
H -0.304 -1.233 1.537 0.0 0.0 -0.2 0.183
C -0.603 -1.029 0.492 -0.1 -0.3 -0.1 -0.221
```
Positions in Å, forces in eV/Å.

As for the SMILES: [H]/N=C1\C[C@@H](Cl)CN1C. Its spin multiplicity is 1. The calculation puts the energy at -20833.856 eV. The calculation puts the LUMO energy at 0.8 eV. The relative energy (zero: lowest compared OMol25 entry of this formula, charge and spin) comes out at 0.0 kcal/mol. The value obtained for the HOMO-LUMO gap is 9.50 eV.



Computed, not measured: an isolated ion of composition C5H9ClN3OS and charge +1, with the ωB97M-V functional and the def2-TZVPD basis.

Geometry as XYZ:
```
20
Properties=species:S:1:pos:R:3:forces:R:3:nbo_charge:R:1
H -4.206 1.122 0.076 -0.8 3.4 0.9 0.416
H -2.472 -1.887 0.185 -0.5 -0.7 0.2 0.428
S 0.403 -1.773 0.687 1.8 -0.6 -0.7 0.551
H 3.917 0.122 1.635 -1.1 1.3 -1.9 0.257
Cl 4.466 0.315 -0.729 0.3 0.0 0.1 -0.024
C 2.095 0.393 0.300 -1.2 0.2 1.4 0.488
H -0.271 -0.767 -1.380 0.3 -0.6 -0.3 0.219
O 1.258 1.301 0.281 -0.4 -1.1 -0.6 -0.594
C 3.483 0.734 0.721 2.1 -1.7 0.7 -0.451
N -2.003 -1.276 -0.452 -1.1 1.9 0.7 -0.595
N -1.571 1.033 -0.227 1.6 0.7 -0.8 -0.770
H 2.924 -1.473 0.207 -0.5 -1.3 0.4 0.263
H -4.373 -0.285 -0.752 -0.2 -0.1 0.3 0.416
H -1.789 2.032 -0.542 0.1 -2.1 1.0 0.455
N -3.811 0.293 -0.141 3.6 -4.9 -2.2 -0.760
H 3.607 1.773 0.860 0.0 1.0 0.4 0.252
C -0.652 -1.470 -0.642 1.2 1.3 0.1 -0.194
C 1.932 -1.055 0.291 -1.6 1.0 -0.1 -0.509
C -2.438 0.043 -0.311 -1.8 1.4 0.8 0.681
H -0.498 0.827 -0.067 -1.8 0.9 -0.2 0.472
```
Positions in Å, forces in eV/Å.

Its spin multiplicity is 1. The calculation puts the energy at -35197.174 eV. The net charge is +1. The calculation puts the LUMO energy (spin up / spin down) at -4.8 / -5.5 eV. The relative energy (zero: lowest compared OMol25 entry of this formula, charge and spin) comes out at 43.6 kcal/mol. The value obtained for the HOMO-LUMO gap (spin up / spin down) is 7.92 / 6.70 eV.



Computed, not measured: one molecule with the formula C5H9ClO2, with the ωB97M-V functional and the def2-TZVPD basis.

Geometry as XYZ:
```
17
Properties=species:S:1:pos:R:3:forces:R:3:nbo_charge:R:1
C -0.634 0.586 -1.614 -3.7 -1.6 -2.3 0.084
H 1.140 -1.720 2.622 -0.6 2.9 -0.2 0.211
H -2.060 -0.275 0.472 0.7 0.0 0.2 0.196
H 0.443 1.430 0.173 -0.4 -1.7 -1.7 0.247
H -1.628 0.061 -1.770 0.5 1.4 0.0 0.159
C -0.167 0.547 -0.277 0.4 4.5 3.7 -0.302
O -0.308 -1.028 1.380 -1.3 1.6 1.3 -0.567
C 0.867 -0.663 2.126 2.0 -2.3 -1.5 -0.282
O -0.241 1.513 -2.514 1.5 -1.1 -3.7 -0.672
H -1.287 0.959 1.539 0.4 -1.0 -0.3 0.191
Cl 1.922 -0.295 -1.773 0.6 -0.4 -0.3 -0.025
H 0.800 0.276 2.722 -0.3 -1.1 0.1 0.185
H 1.797 -0.506 1.415 -1.8 -0.1 1.0 0.171
C 0.285 -0.458 -1.218 1.8 -3.3 2.0 -0.278
H 0.014 -1.488 -0.766 0.4 1.6 -1.7 0.267
C -1.084 0.120 0.819 1.0 -1.6 0.7 -0.062
H 0.140 0.941 -3.336 -1.2 2.3 2.7 0.479
```
Positions in Å, forces in eV/Å.

As for the SMILES: COC[C@@H]1[C@@H](O)[C@H]1Cl. Its spin multiplicity is 1. The calculation puts the energy at -21944.794 eV. The calculation puts the LUMO energy at 0.8 eV. The relative energy (zero: lowest compared OMol25 entry of this formula, charge and spin) comes out at 92.5 kcal/mol. The value obtained for the HOMO-LUMO gap is 10.36 eV.